Entry 1:
ORCA calculation (ωB97M-V/def2-TZVPD) on a molecular structure, C27H46BrFeN3OP2 in a non-equilibrium geometry.

Values from the calculation:
spin multiplicity: 5
largest force on an atom: 2.310 eV Å⁻¹
net charge: +2
HOMO-LUMO gap (alpha / beta): 6.266 / 3.645 eV
HOMO level (alpha / beta): -12.54 / -12.61 eV
M: 626.382 Da
LUMO (alpha / beta): -0.23047 / -0.32937 Ha

Each line ends with the Mulliken spin population.
Positions of all 81 atoms, in Å:
N 0.190 -6.499 8.604  0.00
C -0.768 -5.568 8.524  0.00
C -0.869 -4.689 7.431  0.00
C 0.050 -4.805 6.359  0.00
C 1.059 -5.795 6.477  0.00
C 1.085 -6.615 7.614  0.00
C -0.061 -3.991 5.160  0.02
Fe 0.550 -1.625 -0.949  3.21
P -0.874 -1.545 -5.114  0.66
C 0.571 -4.258 3.986  -0.01
C 0.374 -3.427 2.826  0.03
C 0.584 -3.980 1.554  -0.02
C 0.084 -3.317 0.423  -0.01
C -0.488 -2.043 0.642  -0.36
C -0.606 -1.422 1.877  0.08
C -0.128 -2.116 2.991  -0.02
Br -1.687 -0.746 -1.123  -0.05
H -0.746 -3.152 5.246  0.00
H 1.177 -5.164 3.868  0.00
H -1.665 -3.951 7.409  0.00
H 1.820 -5.921 5.717  0.00
H -1.485 -5.503 9.351  0.00
H 1.854 -7.380 7.731  0.00
H 1.066 -4.962 1.483  0.00
H -0.175 -1.695 3.993  0.00
H 0.058 -3.822 -0.551  0.00
H -1.032 -0.427 1.973  -0.01
P 2.374 -0.527 -0.213  0.10
C -2.403 -1.986 -4.216  0.07
C -3.291 -2.927 -5.047  0.02
H -2.952 -1.050 -4.025  -0.01
H -2.116 -2.422 -3.244  0.04
H -4.272 -3.039 -4.577  0.00
H -3.460 -2.524 -6.051  0.00
H -2.853 -3.925 -5.148  0.00
C 0.368 -2.802 -4.672  0.07
C 1.215 -3.201 -5.891  0.02
H -0.191 -3.675 -4.300  -0.01
H 1.002 -2.397 -3.865  0.04
H 1.811 -4.090 -5.672  0.00
H 0.607 -3.434 -6.771  0.00
H 1.905 -2.402 -6.175  0.00
C -0.322 0.055 -4.455  0.10
C -0.651 1.217 -5.422  0.03
H 0.773 -0.002 -4.332  -0.01
H -0.809 0.173 -3.465  0.02
H -0.030 2.090 -5.195  0.00
H -0.448 0.944 -6.464  -0.01
H -1.701 1.520 -5.360  0.00
C 2.808 1.165 -0.732  0.00
C 4.175 1.742 -0.356  0.01
H 2.005 1.782 -0.314  0.00
H 2.694 1.181 -1.821  0.00
H 4.194 2.120 0.674  0.00
H 5.001 1.029 -0.473  0.00
H 4.398 2.602 -1.006  0.00
C 3.106 -1.627 -1.512  0.01
C 3.743 -2.898 -0.965  0.02
H 3.821 -0.976 -2.028  0.01
H 2.285 -1.876 -2.235  -0.03
H 4.632 -2.668 -0.363  0.00
H 3.037 -3.472 -0.345  0.00
H 4.038 -3.548 -1.801  0.00
C 3.166 -0.880 1.385  0.01
C 2.825 0.155 2.450  0.00
H 4.250 -0.975 1.230  0.00
H 2.802 -1.864 1.705  0.00
H 2.624 -0.319 3.415  0.00
H 3.651 0.856 2.594  0.00
H 1.926 0.732 2.199  0.00
C 0.049 4.199 3.129  0.00
N -0.953 3.781 2.188  0.00
C -0.809 2.686 1.379  0.00
N -1.848 2.567 0.476  0.00
O 0.161 1.918 1.417  0.01
H 0.849 3.454 3.163  0.00
H -0.382 4.300 4.131  0.00
H 0.466 5.170 2.838  0.00
H -1.728 4.401 1.984  0.00
H -1.931 1.677 0.003  0.00
H -2.691 3.082 0.693  0.00



Entry 2:
ORCA calculation (ωB97M-V/def2-TZVPD) on a molecular structure, C27H46BrFeNOP2S in a non-equilibrium geometry.

Values from the calculation:
spin multiplicity: 5
largest force on an atom: 2.658 eV Å⁻¹
net charge: +2
HOMO-LUMO gap (alpha / beta): 6.383 / 4.505 eV
HOMO level (alpha / beta): -12.86 / -13.43 eV
M: 630.435 Da
relative energy (zero: lowest compared OMol25 entry of this formula, charge and spin): 0.000 eV
LUMO (alpha / beta): -0.23807 / -0.32800 Ha

Each line ends with the Mulliken spin population.
Positions of all 80 atoms, in Å:
N -4.623 2.421 -4.015  0.00
C -4.751 2.672 -2.721  0.00
C -3.823 2.179 -1.794  -0.01
C -2.719 1.401 -2.231  -0.03
C -2.618 1.144 -3.608  -0.01
C -3.622 1.651 -4.468  0.01
C -1.595 1.068 -1.285  -0.17
Fe 0.172 0.070 -1.467  2.97
P 3.280 -0.644 -0.348  0.62
C -0.381 1.926 -1.339  0.08
C 0.413 2.416 -0.214  0.05
C 1.539 3.259 -0.427  0.03
C 2.099 3.966 0.649  -0.02
C 1.541 3.886 1.941  0.06
C 0.478 2.980 2.169  -0.03
C -0.005 2.194 1.124  0.07
Br 2.234 4.898 3.314  0.01
H -2.017 0.604 -0.362  -0.02
H -0.236 2.483 -2.281  -0.05
H -3.973 2.406 -0.725  0.00
H -1.833 0.535 -4.039  0.01
H -5.594 3.319 -2.390  0.00
H -3.628 1.435 -5.550  0.00
H 1.963 3.359 -1.420  0.00
H -0.786 1.468 1.317  0.02
H 2.926 4.658 0.493  0.00
H 0.072 2.900 3.177  0.00
P -1.379 -1.647 -1.242  0.06
C 3.600 1.112 -0.565  0.05
C 5.035 1.630 -0.441  0.02
H 2.977 1.560 0.210  -0.01
H 3.164 1.370 -1.538  0.01
H 5.014 2.705 -0.231  0.00
H 5.584 1.148 0.373  0.00
H 5.583 1.484 -1.378  0.00
C 2.764 -1.421 -1.887  0.09
C 4.045 -1.878 -2.610  0.06
H 2.164 -0.701 -2.487  0.03
H 2.151 -2.297 -1.621  -0.02
H 3.829 -2.139 -3.649  0.00
H 4.809 -1.095 -2.601  -0.01
H 4.454 -2.763 -2.106  -0.01
C 2.271 -0.853 1.140  0.10
C 3.070 -1.340 2.347  0.05
H 1.556 -1.647 0.879  0.00
H 1.723 0.084 1.341  0.00
H 2.412 -1.869 3.039  0.01
H 3.849 -2.032 2.019  -0.02
H 3.538 -0.520 2.892  0.00
C -0.964 -1.810 0.533  0.00
C -1.036 -3.197 1.165  0.01
H -1.512 -1.080 1.147  -0.01
H 0.073 -1.465 0.618  -0.02
H -2.060 -3.469 1.450  0.00
H -0.650 -3.974 0.496  0.00
H -0.419 -3.208 2.074  0.00
C -0.554 -2.948 -2.248  0.00
C -1.131 -3.132 -3.652  0.00
H -0.593 -3.868 -1.658  0.01
H 0.506 -2.652 -2.350  -0.02
H -2.193 -3.405 -3.617  0.00
H -1.023 -2.226 -4.269  0.00
H -0.600 -3.942 -4.158  0.00
C -3.186 -1.922 -1.237  0.01
C -3.967 -1.705 0.083  0.00
H -3.306 -2.961 -1.588  0.00
H -3.593 -1.247 -2.008  0.00
H -4.893 -1.138 -0.102  0.00
H -4.255 -2.672 0.519  0.00
H -3.418 -1.142 0.852  0.00
C -0.459 -0.984 5.403  0.00
S -1.669 0.207 4.797  0.00
C -0.995 1.724 5.523  0.00
O -1.474 0.300 3.309  0.00
H -0.160 -0.730 6.427  0.00
H 0.401 -0.986 4.724  0.00
H -0.957 -1.960 5.401  0.00
H 0.074 1.792 5.298  0.00
H -1.540 2.560 5.078  0.00
H -1.173 1.694 6.605  0.00



Entry 3:
ORCA calculation (ωB97M-V/def2-TZVPD) on a molecular structure, C27H46N2O4PRuS4 in a non-equilibrium geometry.

Values from the calculation:
spin multiplicity: 2
largest force on an atom: 1.114 eV Å⁻¹
net charge: 0
HOMO-LUMO gap (alpha / beta): 6.911 / 5.889 eV
HOMO level (alpha / beta): -7.47 / -7.47 eV
M: 722.987 Da
relative energy (zero: lowest compared OMol25 entry of this formula, charge and spin): 0.000 eV
LUMO (alpha / beta): -0.02056 / -0.05807 Ha

Each line ends with the Mulliken spin population.
Positions of all 85 atoms, in Å:
Ru 0.563 1.204 1.511  0.72
C -0.837 2.723 -0.979  -0.01
C -0.879 3.685 0.199  0.02
S 0.733 3.457 0.971  -0.01
C 0.606 4.412 2.483  0.01
C 1.751 3.931 3.360  0.00
S 1.792 2.135 3.561  0.00
C 0.555 1.924 4.868  0.01
C -0.878 1.918 4.350  0.00
S -1.047 0.668 3.053  0.23
C -4.121 1.855 2.200  0.00
C -4.151 1.528 0.918  0.01
S -0.982 1.034 -0.366  -0.04
H 0.116 2.739 -1.514  0.00
H -1.645 2.925 -1.684  0.00
H -1.641 3.403 0.930  0.00
H -1.049 4.713 -0.120  0.00
H -0.369 4.250 2.934  0.00
H 0.711 5.473 2.251  0.00
H 1.700 4.385 4.350  0.00
H 2.718 4.193 2.930  0.00
H 0.722 2.702 5.616  0.00
H 0.802 0.965 5.322  0.00
H -1.172 2.890 3.960  0.01
H -1.563 1.684 5.168  0.00
H -3.946 2.863 2.555  0.00
H -4.258 1.090 2.954  0.00
H -4.017 2.261 0.130  0.00
H -4.320 0.506 0.604  0.00
O 5.785 -1.621 4.917  0.00
C 5.310 -0.535 4.562  0.00
O 5.588 0.638 4.875  0.00
C 4.143 -0.605 3.595  0.01
C 2.916 -1.147 3.990  0.00
C 1.817 -1.048 3.176  0.02
N 1.845 -0.445 1.966  0.03
C 3.069 -0.010 1.541  0.01
C 4.205 -0.081 2.305  0.00
C 3.034 0.639 0.177  -0.01
O 3.931 0.544 -0.627  0.00
O 1.893 1.247 -0.044  -0.02
H 2.836 -1.626 4.957  0.00
H 0.854 -1.449 3.467  0.00
H 5.131 0.315 1.909  0.00
C 2.033 -0.832 -3.107  0.00
C 0.646 -1.292 -3.604  0.00
C 0.775 -2.683 -4.238  0.00
C 0.228 -0.287 -4.691  0.00
P -0.595 -1.196 -2.203  0.00
N -0.266 0.246 -1.598  0.00
C -2.361 -1.256 -2.855  0.00
C -2.589 -2.286 -3.969  0.00
C -3.363 -1.545 -1.726  0.00
C -2.734 0.145 -3.375  0.00
C -0.331 -2.578 -0.979  0.00
C -0.845 -3.938 -1.469  0.00
C 1.173 -2.699 -0.685  0.00
C -0.990 -2.224 0.365  0.02
H 2.610 -0.529 -3.983  0.00
H 2.591 -1.622 -2.614  0.00
H 1.974 0.017 -2.430  0.00
H 1.407 -2.586 -5.125  0.00
H -0.172 -3.113 -4.559  0.00
H 1.267 -3.391 -3.573  0.00
H 1.028 -0.261 -5.433  0.00
H 0.120 0.717 -4.280  0.00
H -0.688 -0.562 -5.209  0.00
H -2.349 -3.301 -3.655  0.00
H -2.023 -2.065 -4.871  0.00
H -3.649 -2.267 -4.236  0.00
H -3.291 -2.552 -1.324  0.00
H -4.367 -1.430 -2.144  0.00
H -3.268 -0.830 -0.908  0.00
H -2.071 0.523 -4.146  0.00
H -2.756 0.871 -2.562  0.00
H -3.742 0.084 -3.795  0.00
H -0.436 -4.222 -2.437  0.00
H -1.930 -3.988 -1.530  0.00
H -0.525 -4.694 -0.748  0.00
H 1.716 -3.189 -1.490  0.00
H 1.290 -3.309 0.214  0.00
H 1.630 -1.730 -0.487  0.00
H -2.045 -1.974 0.311  0.00
H -0.462 -1.403 0.847  -0.01
H -0.889 -3.095 1.018  0.00



Entry 4:
ORCA calculation (ωB97M-V/def2-TZVPD) on a molecular structure, C27H47AsN3O2PS2Si3W in a non-equilibrium geometry.

Values from the calculation:
spin multiplicity: 1
largest force on an atom: 2.080 eV Å⁻¹
net charge: +2
HOMO-LUMO gap (alpha / beta): 6.252 / 6.225 eV
HOMO level (alpha / beta): -13.17 / -13.18 eV
M: 883.820 Da
LUMO (alpha / beta): -0.25440 / -0.25546 Ha

Each line ends with the Mulliken charge.
Positions of all 87 atoms, in Å:
W 0.736 -0.448 0.141  0.95
N -0.052 3.893 0.129  -0.39
C -1.222 3.019 0.139  -1.15
C -0.689 1.615 0.156  0.73
O -0.399 1.015 1.239  -0.59
O -0.414 0.970 -0.914  -0.59
H -0.032 4.487 0.946  0.25
H -0.045 4.482 -0.691  0.25
H -1.855 3.149 -0.739  0.39
H -1.835 3.157 1.031  0.44
S 1.691 -2.405 1.158  -0.76
P 1.383 -3.471 -0.581  0.27
S 1.071 -1.979 -1.908  -0.51
C -0.024 -4.567 -0.389  0.82
C -0.210 -5.258 0.808  -0.18
C -1.249 -6.168 0.917  -0.84
C -2.099 -6.384 -0.160  -0.51
C -1.915 -5.692 -1.350  -0.82
C -0.877 -4.780 -1.470  -0.48
C 2.839 -4.434 -0.974  0.95
C 3.344 -5.310 -0.012  -0.32
C 4.474 -6.056 -0.296  -0.73
C 5.091 -5.936 -1.536  -0.55
C 4.584 -5.070 -2.494  -0.73
C 3.458 -4.309 -2.214  -0.40
H 0.442 -5.081 1.655  0.43
H -1.394 -6.710 1.841  0.46
H -2.904 -7.101 -0.074  0.44
H -2.573 -5.871 -2.190  0.48
H -0.727 -4.244 -2.399  0.48
H 2.866 -5.408 0.956  0.37
H 4.873 -6.734 0.446  0.45
H 5.971 -6.526 -1.757  0.44
H 5.063 -4.987 -3.460  0.47
H 3.062 -3.626 -2.956  0.44
C -2.345 -1.059 -1.979  -1.28
C -2.229 -1.582 -0.592  0.47
N -1.222 -1.467 0.274  0.51
C -1.635 -2.066 1.458  -0.29
C -2.883 -2.554 1.296  -1.08
N -3.234 -2.241 0.003  0.08
H -1.386 -1.076 -2.486  0.10
H -2.709 -0.032 -1.971  0.26
H -3.050 -1.668 -2.544  0.54
H -0.999 -2.110 2.323  0.41
H -3.535 -3.088 1.963  0.43
H -4.109 -2.468 -0.443  0.24
C 5.209 -1.921 0.233  -0.54
Si 5.082 -0.377 -0.797  0.50
C 6.094 1.037 -0.138  -1.13
C 5.458 -0.807 -2.568  -0.98
As 2.829 0.573 -0.784  0.21
Si 1.878 0.252 2.507  0.77
C 0.691 -0.411 3.790  -1.12
C 2.011 2.112 2.591  -0.99
C 3.597 -0.395 2.842  -0.69
Si 2.702 1.871 -2.843  0.44
C 2.479 0.600 -4.190  -1.01
C 1.276 3.061 -2.869  -0.84
C 4.303 2.814 -2.926  -1.14
H 5.898 -2.597 -0.280  0.44
H 4.259 -2.445 0.341  -0.20
H 5.605 -1.721 1.228  0.48
H 7.151 0.766 -0.204  0.42
H 5.872 1.241 0.911  0.34
H 5.951 1.957 -0.704  0.31
H 6.501 -1.139 -2.586  0.45
H 5.360 0.011 -3.279  0.31
H 4.845 -1.646 -2.903  0.16
H -0.340 -0.106 3.616  0.27
H 0.998 0.005 4.754  0.47
H 0.741 -1.498 3.879  0.28
H 1.054 2.622 2.521  0.21
H 2.680 2.513 1.829  0.28
H 2.445 2.341 3.570  0.47
H 3.700 -1.478 2.857  0.37
H 3.862 -0.023 3.837  0.52
H 4.325 0.019 2.141  -0.20
H 1.427 0.319 -4.270  0.32
H 3.069 -0.307 -4.070  0.23
H 2.765 1.068 -5.137  0.43
H 0.360 2.647 -2.456  0.01
H 1.093 3.302 -3.921  0.44
H 1.527 3.988 -2.354  0.29
H 5.192 2.187 -2.980  0.31
H 4.403 3.487 -2.073  0.35
H 4.282 3.432 -3.828  0.42



Entry 5:
ORCA calculation (ωB97M-V/def2-TZVPD) on 6 unconnected molecules or ions with the total composition C27H47BCl10NO4 in a non-equilibrium geometry.

Values from the calculation:
spin multiplicity: 1
largest force on an atom: 7.547 eV Å⁻¹
net charge: -1
HOMO-LUMO gap: 5.623 eV
HOMO level: -3.81 eV
M: 815.018 Da
LUMO: 0.06663 Ha

Each line ends with the Mulliken charge.
Positions of all 90 atoms, in Å:
C 5.361 1.454 -0.263  -0.94
C 4.433 0.068 -0.340  0.34
B 3.674 -0.135 -1.782  0.47
O 4.569 -0.255 -2.987  -0.64
N 2.183 -0.252 -2.026  0.15
C 1.389 -0.534 -0.774  0.46
C 1.431 -2.142 -0.314  -0.09
C 0.004 -2.836 -0.845  0.40
C -1.487 -2.376 -0.243  -0.12
C -2.902 -3.019 -0.796  -0.62
C -2.756 -4.159 -2.011  -0.37
C -1.266 -4.645 -2.586  -0.36
C 0.152 -3.995 -2.023  -0.15
C 1.628 0.928 -2.818  0.14
C 1.310 2.261 -1.920  -0.29
C -0.255 2.464 -1.488  -0.38
C -1.108 3.513 -2.419  -0.39
C -2.546 3.769 -1.605  -0.30
O -3.664 2.976 -2.142  -0.37
C -4.361 2.217 -1.078  -0.32
C 0.381 0.494 -3.837  -0.04
O -0.738 -0.123 -3.453  -0.58
O 0.530 0.757 -5.306  -0.86
H 5.690 1.585 0.876  0.26
H 4.704 2.387 -0.536  0.21
H 6.297 1.295 -0.950  0.29
H 3.737 0.084 0.599  -0.27
H 5.187 -0.842 -0.177  0.13
H 4.336 -1.073 -3.515  0.11
H 1.613 0.196 0.128  0.19
H 0.244 -0.342 -1.048  -0.53
H 2.354 -2.686 -0.785  0.36
H 1.544 -2.230 0.857  -0.44
H -1.436 -1.532 0.598  0.38
H -3.930 -2.647 -0.372  0.28
H -3.742 -4.611 -2.452  0.26
H -1.230 -5.450 -3.443  0.24
H 1.218 -4.322 -2.421  0.05
H 2.510 1.241 -3.560  0.37
H 1.606 3.196 -2.600  0.37
H 2.023 2.268 -0.991  -0.05
H -0.888 1.485 -1.404  -0.10
H -0.240 2.937 -0.392  0.36
H -1.415 2.925 -3.399  0.22
H -0.524 4.509 -2.630  0.32
H -2.821 4.907 -1.609  0.17
H -2.440 3.451 -0.459  0.28
H -4.647 2.859 -0.137  0.18
H -3.581 1.407 -0.693  0.12
H -5.320 1.633 -1.480  0.18
Cl 3.649 2.278 2.212  -0.14
C 4.004 1.112 3.511  -0.29
C 4.637 1.777 4.723  -0.50
Cl 6.285 2.364 4.385  -0.20
H 4.649 0.330 3.099  0.35
H 3.052 0.654 3.794  0.13
H 4.720 1.057 5.541  0.35
H 4.041 2.625 5.075  0.32
Cl -1.729 -2.451 4.024  -0.17
C -0.465 -3.652 3.658  -0.34
C 0.874 -3.284 4.276  -0.52
Cl 1.595 -1.845 3.512  -0.10
H -0.394 -3.750 2.571  0.23
H -0.810 -4.608 4.064  0.32
H 1.585 -4.104 4.139  0.32
H 0.783 -3.088 5.349  0.25
Cl 2.487 -6.136 -4.191  -0.20
C 2.336 -5.152 -5.669  -0.48
C 3.426 -4.097 -5.771  -0.56
Cl 3.246 -2.822 -4.539  -0.11
H 1.338 -4.703 -5.677  0.33
H 2.406 -5.841 -6.516  0.35
H 3.376 -3.604 -6.745  0.32
H 4.423 -4.535 -5.661  0.31
Cl -2.443 1.280 6.903  -0.18
C -3.096 -0.237 7.570  -0.38
C -2.137 -0.894 8.550  -0.49
Cl -0.677 -1.522 7.744  -0.13
H -3.335 -0.901 6.734  0.27
H -4.030 0.018 8.080  0.31
H -2.624 -1.746 9.032  0.27
H -1.819 -0.197 9.332  0.35
Cl -5.386 5.795 0.328  -0.18
C -6.365 6.221 -1.098  -0.47
C -7.765 5.632 -1.031  -0.45
Cl -7.757 3.857 -1.190  -0.16
H -5.829 5.885 -1.991  0.30
H -6.423 7.313 -1.127  0.36
H -8.372 6.020 -1.855  0.29
H -8.265 5.886 -0.091  0.30



Q: The lowest net charge belongs to which entry?
A: C27H47BCl10NO4